92
Properties=species:S:1:pos:R:3 method="wB97M-V/def2-TZVPD" orbital_gap_ev=6.126 energy_ha=-4400.35268 charge=+1 homo_ha=-0.385 lumo_ha=-0.15989
C 1.263 2.147 4.862
C -0.201 2.443 4.185
I -0.581 4.616 4.528
C -0.273 2.240 2.560
C 0.354 0.778 2.044
N -0.295 -0.418 2.699
C -0.933 -1.370 1.718
N -2.023 -2.108 2.198
Cl -2.904 -3.272 1.257
N -0.523 -1.629 0.289
C 0.776 -0.877 -0.073
C 2.069 -1.526 0.698
C 2.311 -3.139 0.370
N 3.053 -3.964 1.199
C 0.856 -0.940 -1.720
C 2.369 -1.085 -2.329
C 2.545 -0.516 -3.869
F 2.630 0.974 -3.948
F 1.261 -0.875 -4.580
C 3.737 -1.306 -4.672
F 3.315 -2.727 -4.787
F 3.729 -0.754 -6.074
C 5.247 -1.083 -4.072
F 6.088 -0.535 -5.201
F 5.256 0.017 -3.036
C 5.906 -2.392 -3.340
F 5.055 -2.964 -2.252
F 7.155 -1.903 -2.644
C 6.394 -3.587 -4.350
F 5.999 -3.417 -5.766
F 7.903 -3.631 -4.327
C 5.925 -5.109 -3.842
F 4.459 -5.321 -3.908
F 6.539 -5.493 -2.539
F 6.531 -6.046 -4.859
C 0.461 0.695 0.402
C 1.467 1.800 -0.262
C 0.538 3.050 -0.794
C -0.205 2.754 -2.251
S -2.033 2.343 -2.095
C -2.569 1.120 -3.452
S -1.929 1.226 -5.035
N -3.565 -0.005 -3.143
C -3.322 -1.525 -3.196
C -4.681 -2.373 -2.744
N -5.714 -1.299 -2.459
C -5.018 0.056 -2.706
H 1.304 2.244 6.027
H 1.547 1.015 4.611
H 2.151 2.786 4.384
H -1.003 1.759 4.702
H -1.342 2.448 2.094
H 0.441 3.071 2.087
H 1.482 0.793 2.434
H 0.329 -0.890 3.390
H -2.354 -1.990 3.203
H -0.412 -2.641 0.063
H 3.101 -0.989 0.450
H 1.985 -1.474 1.888
H 1.811 -3.643 -0.582
H 3.400 -3.375 2.001
H 0.268 -1.932 -2.029
H 0.225 -0.053 -2.199
H 2.599 -2.252 -2.373
H 3.152 -0.496 -1.672
H -0.639 0.911 -0.004
H 2.121 2.241 0.634
H 2.232 1.387 -1.042
H 1.257 3.988 -0.888
H -0.294 3.333 -0.009
H 0.406 1.996 -2.921
H -0.153 3.794 -2.834
H -2.345 -2.091 -3.510
H -4.827 -3.554 -2.663
H -5.621 1.057 -2.516
C -4.415 3.691 3.342
C -4.383 2.187 3.087
C -5.676 1.461 3.530
O -5.779 1.255 4.941
C -6.280 2.370 5.662
N -3.196 1.616 3.739
H -4.285 3.944 4.397
H -3.604 4.186 2.794
H -5.359 4.127 2.999
H -4.282 2.045 2.005
H -5.666 0.458 3.086
H -6.572 1.961 3.142
H -7.031 2.927 5.093
H -5.458 3.026 5.955
H -6.747 1.999 6.579
H -3.132 0.628 3.493
H -3.379 1.602 4.746

78
Properties=species:S:1:pos:R:3 method="wB97M-V/def2-TZVPD" orbital_gap_ev="2.988 / 2.822" energy_ha=-2177.41491 charge=-1 homo_ha="-0.024 / -0.013" lumo_ha="0.08560 / 0.09068"
La 1.324 -0.408 -0.643
Cl 0.937 2.442 -0.417
N 1.796 -0.617 1.697
N -0.132 -0.192 -2.504
C 2.822 0.137 2.082
C 0.432 0.414 -3.544
C 1.289 -1.405 2.864
C 1.927 -0.632 4.009
C 1.623 -2.866 2.576
C -0.215 -1.374 3.008
H 2.626 -2.971 2.158
H 0.906 -3.228 1.822
H 1.493 -3.470 3.483
H -0.550 -0.337 3.137
H -0.601 -1.972 3.872
H -0.616 -1.825 2.091
C -1.525 -0.591 -2.867
C -1.492 -0.471 -4.374
C -2.447 0.427 -2.225
C -1.789 -2.041 -2.477
H -0.997 -2.668 -2.909
H -2.717 -2.409 -2.946
H -1.813 -2.218 -1.397
H -2.220 1.421 -2.624
H -2.231 0.464 -1.152
H -3.510 0.209 -2.362
O -0.269 0.372 -4.663
H -2.378 0.001 -4.816
H -1.349 -1.451 -4.850
O 3.042 0.156 3.388
H 2.239 -1.259 4.855
H 1.200 0.105 4.399
C 3.725 0.950 1.174
C 1.764 1.141 -3.536
C 2.885 0.600 -2.604
H 1.555 2.193 -3.246
H 2.121 1.149 -4.586
C 3.152 1.186 -1.346
C 3.837 0.510 -0.310
H 2.605 2.135 -1.085
C 4.655 -0.571 -0.687
C 4.564 -1.021 -2.016
C 5.510 -1.292 0.323
C 3.689 -0.491 -2.982
H 5.177 -1.876 -2.301
C 3.538 -1.139 -4.334
H 4.333 -1.878 -4.477
H 3.606 -0.390 -5.131
H 2.579 -1.668 -4.457
H 6.111 -0.584 0.905
H 6.183 -1.984 -0.195
H 4.919 -1.890 1.036
H 4.733 0.963 1.640
H 3.328 1.985 1.196
C -3.967 3.508 0.929
C -3.957 2.066 0.436
C -3.469 1.018 1.438
C -4.145 1.043 2.803
C -3.830 2.140 3.796
C -3.895 -0.381 0.939
O -5.020 -0.773 0.793
N -2.820 -1.206 0.738
C -1.551 -0.769 0.446
O -0.670 -1.669 0.052
N -1.154 0.476 0.718
C -1.962 1.208 1.580
O -1.392 1.940 2.402
H -4.743 3.686 1.680
H -4.182 4.193 0.098
H -2.995 3.806 1.347
H -4.961 1.774 0.118
H -3.322 2.028 -0.456
H -5.222 1.028 2.608
H -3.875 0.092 3.292
H -4.008 3.145 3.405
H -4.477 1.984 4.669
H -2.788 2.075 4.126
H -2.972 -2.183 0.386

77
Properties=species:S:1:pos:R:3 method="wB97M-V/def2-TZVPD" orbital_gap_ev=6.360 energy_ha=-2811.79550 charge=+1 homo_ha=-0.387 lumo_ha=-0.15363
C 0.314 3.260 8.614
C -0.467 2.019 8.124
N -1.032 2.302 6.791
C -2.406 2.816 6.806
C -3.484 1.876 7.395
C -0.835 1.285 5.854
S -1.103 -0.317 6.041
S -0.141 1.953 4.337
C -0.723 0.823 3.053
C 0.284 0.702 1.900
C 0.465 1.999 1.077
C -0.279 2.075 -0.271
C 0.092 3.457 -0.903
N 0.413 3.381 -2.344
C 0.171 0.943 -1.217
C -1.016 0.632 -2.067
N -2.053 1.066 -1.452
C -1.802 1.787 -0.191
C -2.798 2.963 -0.155
C -2.923 3.638 1.218
C -4.397 3.999 1.490
Cl -1.996 5.189 1.261
H -0.415 4.036 8.847
H 0.843 3.001 9.530
H 0.982 3.589 7.824
H -1.235 1.804 8.870
H 0.196 1.162 8.044
H -2.671 3.023 5.765
H -2.419 3.784 7.303
H -4.297 1.688 6.699
H -3.078 0.945 7.778
H -3.944 2.377 8.252
H -1.719 1.093 2.693
H -0.821 -0.163 3.513
H 0.012 -0.170 1.305
H 1.250 0.473 2.356
H 0.198 2.850 1.707
H 1.524 2.094 0.837
H 0.952 3.848 -0.363
H -0.703 4.184 -0.760
H -0.139 4.045 -2.870
H 1.378 3.641 -2.487
H 0.359 -0.022 -0.718
H 1.092 1.104 -1.769
H -1.029 0.110 -3.023
H -2.981 0.928 -1.834
H -2.021 1.156 0.673
H -3.788 2.575 -0.414
H -2.559 3.684 -0.937
H -2.539 3.008 2.018
H -4.480 4.823 2.191
H -4.826 4.349 0.548
H -4.966 3.129 1.815
C 1.744 -1.081 -4.538
C 2.848 -1.685 -4.969
C 2.796 -2.685 -6.067
O 3.799 -3.238 -6.455
C 1.469 -2.981 -6.663
C 0.367 -2.373 -6.229
C 0.423 -1.380 -5.135
O -0.592 -0.826 -4.743
H 1.762 -0.347 -3.742
H 3.825 -1.482 -4.550
H 1.452 -3.711 -7.462
H -0.610 -2.573 -6.649
C 3.618 -9.237 -6.494
C 4.293 -9.235 -5.346
C 4.750 -7.967 -4.726
O 5.363 -7.961 -3.680
C 4.428 -6.703 -5.433
C 3.754 -6.706 -6.579
C 3.294 -7.973 -7.199
O 2.674 -7.972 -8.241
H 3.275 -10.150 -6.963
H 4.538 -10.145 -4.815
H 4.772 -5.789 -4.966
H 3.513 -5.794 -7.110

72
Properties=species:S:1:pos:R:3 method="wB97M-V/def2-TZVPD" orbital_gap_ev=5.912 energy_ha=-1778.97117 charge=+1 homo_ha=-0.454 lumo_ha=-0.23643
C -3.855 -0.761 -4.131
C -2.755 -0.168 -3.258
C -2.709 -0.795 -1.864
C -1.624 -0.188 -0.946
Si -0.291 -1.418 -0.454
C -1.107 -2.813 0.520
C -1.929 -2.461 1.777
C -3.419 -2.830 1.675
C -3.701 -4.328 1.579
C 0.602 -2.172 -1.936
C 0.330 -3.665 -2.254
C 1.579 -4.549 -2.226
C 1.278 -6.029 -2.446
C 0.984 -0.515 0.642
C 1.213 0.851 0.238
C 2.218 1.692 0.927
H -3.880 -0.248 -5.095
H -3.683 -1.825 -4.321
H -4.837 -0.649 -3.663
H -1.781 -0.299 -3.750
H -2.905 0.914 -3.151
H -3.690 -0.670 -1.378
H -2.574 -1.886 -1.971
H -1.154 0.690 -1.411
H -2.099 0.176 -0.022
H -1.731 -3.362 -0.196
H -0.291 -3.492 0.810
H -1.490 -2.998 2.632
H -1.848 -1.388 2.017
H -3.925 -2.428 2.562
H -3.861 -2.320 0.809
H -4.780 -4.500 1.585
H -3.299 -4.768 0.662
H -3.275 -4.869 2.430
H 0.317 -1.566 -2.808
H 1.676 -1.999 -1.771
H -0.419 -4.090 -1.571
H -0.115 -3.731 -3.258
H 2.265 -4.200 -3.006
H 2.102 -4.417 -1.270
H 2.209 -6.600 -2.451
H 0.644 -6.434 -1.651
H 0.777 -6.198 -3.403
H 0.567 -0.579 1.670
H 1.933 -1.097 0.640
H 0.708 1.241 -0.645
H 2.945 2.070 0.185
H 2.748 1.013 1.617
F 5.387 6.121 2.586
C 4.695 4.993 2.972
C 4.942 4.460 4.231
C 4.175 3.352 4.580
F 4.471 2.700 5.754
C 3.135 2.872 3.788
C 2.876 3.478 2.551
C 1.720 2.873 1.726
C 0.828 3.794 0.867
C -0.417 3.264 0.487
C -1.237 3.977 -0.383
F -2.399 3.377 -0.823
C -0.902 5.238 -0.870
C 0.309 5.759 -0.431
F 0.718 6.972 -0.936
C 1.154 5.095 0.466
C 3.742 4.472 2.087
H 5.709 4.860 4.889
H 2.531 2.029 4.131
H 1.032 2.476 2.495
H -0.737 2.282 0.842
H -1.526 5.754 -1.585
H 2.036 5.606 0.835
H 3.692 4.854 1.068

73
Properties=species:S:1:pos:R:3 method="wB97M-V/def2-TZVPD" orbital_gap_ev=8.370 relative_energy_ev=0.044 energy_ha=-1500.63302 charge=+1 homo_ha=-0.409 lumo_ha=-0.10172 smiles="CCCCCCCCCCOC(=O)Cn1c(COc2ccccc2OC)[n+](C)c2ccccc21"
C -2.406 1.183 -4.737
C -1.159 0.510 -4.177
C -0.032 0.483 -5.208
C 1.175 -0.350 -4.779
C 1.976 0.258 -3.628
C 3.237 -0.561 -3.355
H 3.808 -0.629 -4.282
C 4.144 0.029 -2.276
C 3.569 -0.088 -0.866
C 4.582 0.364 0.185
C 4.077 0.175 1.612
H 3.732 -0.850 1.774
H 4.855 0.427 2.335
O 2.993 1.080 1.888
C 1.768 0.611 1.909
O 1.417 -0.524 1.740
C 0.778 1.754 2.223
N -0.476 1.583 1.538
C -1.515 0.814 1.904
N -2.529 0.982 1.057
C -2.127 1.848 0.060
C -2.786 2.340 -1.058
C -2.081 3.209 -1.866
C -0.762 3.570 -1.581
C -0.101 3.090 -0.467
C -0.808 2.227 0.359
H 0.918 3.374 -0.262
H -0.247 4.240 -2.250
H -2.555 3.617 -2.744
H -3.800 2.057 -1.286
C -3.830 0.366 1.094
H -3.966 -0.249 0.203
H -3.917 -0.268 1.972
H -4.597 1.141 1.114
C -1.539 -0.042 3.136
O -2.266 -1.233 2.990
C -1.523 -2.347 2.591
C -1.424 -3.408 3.474
C -0.720 -4.546 3.122
C -0.100 -4.606 1.888
C -0.196 -3.551 0.997
C -0.918 -2.412 1.328
O -1.104 -1.336 0.501
C -0.442 -1.340 -0.744
H 0.641 -1.388 -0.612
H -0.711 -0.402 -1.230
H -0.775 -2.172 -1.370
H 0.292 -3.628 0.039
H 0.462 -5.482 1.606
H -0.651 -5.372 3.811
H -1.913 -3.327 4.432
H -0.508 -0.260 3.438
H -2.036 0.520 3.941
H 1.223 2.703 1.923
H 0.619 1.775 3.305
H 4.831 1.416 0.033
H 5.498 -0.219 0.082
H 2.661 0.517 -0.787
H 3.297 -1.129 -0.674
H 4.342 1.079 -2.502
H 5.100 -0.499 -2.302
H 2.953 -1.578 -3.072
H 2.260 1.280 -3.889
H 1.356 0.299 -2.730
H 0.840 -1.351 -4.496
H 1.839 -0.459 -5.639
H 0.288 1.505 -5.421
H -0.426 0.063 -6.135
H -0.829 1.046 -3.282
H -1.402 -0.514 -3.885
H -3.202 1.204 -3.995
H -2.767 0.642 -5.608
H -2.185 2.203 -5.040

79
Properties=species:S:1:pos:R:3 method="wB97M-V/def2-TZVPD" orbital_gap_ev=6.160 energy_ha=-4551.79577 charge=+2 homo_ha=-0.450 lumo_ha=-0.22378
Al -0.231 0.140 -0.052
C -0.858 -2.752 -1.577
C -0.058 -2.929 -0.326
C 0.260 -4.203 0.128
C 1.003 -4.360 1.283
C 1.403 -3.228 1.972
C 1.076 -1.984 1.466
N 0.355 -1.830 0.332
C 1.427 -0.725 2.138
C 2.138 -0.623 3.324
C 2.314 0.627 3.890
C 1.765 1.745 3.278
C 1.078 1.577 2.088
N 0.947 0.366 1.529
C 0.413 2.651 1.331
C 0.288 3.943 1.803
C -0.361 4.878 1.012
C -0.863 4.481 -0.211
C -0.743 3.155 -0.615
C -1.383 2.689 -1.881
N -0.109 2.254 0.153
H -1.591 -3.551 -1.676
H -0.205 -2.794 -2.451
H -1.368 -1.791 -1.582
H -0.087 -5.066 -0.422
H 1.261 -5.345 1.646
H 1.961 -3.314 2.893
H 2.539 -1.502 3.806
H 2.870 0.734 4.812
H 1.882 2.723 3.718
H 0.676 4.218 2.772
H -0.477 5.899 1.349
H -1.366 5.191 -0.853
H -1.702 3.528 -2.494
H -2.263 2.093 -1.619
H -0.718 2.055 -2.460
C 3.339 0.404 -2.375
N 2.198 0.237 -3.274
C 2.356 0.153 -4.623
C 1.302 0.014 -5.455
C 0.008 -0.013 -4.862
N -0.125 0.047 -3.531
C 0.936 0.143 -2.758
O 0.826 0.194 -1.487
N -1.106 -0.096 -5.577
H 4.242 0.542 -2.961
H 3.452 -0.476 -1.743
H 3.189 1.272 -1.736
H 3.369 0.210 -4.996
H 1.435 -0.058 -6.524
H -1.093 -0.115 -6.582
H -1.992 -0.072 -5.095
C -3.485 -0.610 -2.856
Si -4.200 -0.633 -1.095
C -4.802 -2.380 -0.729
C -5.619 0.592 -0.915
As -2.579 0.200 0.460
Si -2.932 -1.130 2.377
C -4.717 -0.823 2.889
C -1.761 -0.480 3.719
C -2.632 -2.985 2.186
H -4.276 -0.441 -3.590
H -3.022 -1.577 -3.073
H -2.732 0.172 -2.975
H -5.672 -2.612 -1.348
H -5.106 -2.492 0.313
H -4.034 -3.127 -0.943
H -6.501 0.264 -1.470
H -5.350 1.588 -1.272
H -5.906 0.687 0.135
H -4.920 0.244 2.988
H -4.928 -1.296 3.850
H -5.420 -1.232 2.161
H -1.489 0.564 3.549
H -0.845 -1.071 3.778
H -2.240 -0.534 4.700
H -3.149 -3.394 1.316
H -3.004 -3.511 3.068
H -1.569 -3.216 2.090

Copy entry 5 word for word.
73
Properties=species:S:1:pos:R:3 method="wB97M-V/def2-TZVPD" orbital_gap_ev=8.370 relative_energy_ev=0.044 energy_ha=-1500.63302 charge=+1 homo_ha=-0.409 lumo_ha=-0.10172 smiles="CCCCCCCCCCOC(=O)Cn1c(COc2ccccc2OC)[n+](C)c2ccccc21"
C -2.406 1.183 -4.737
C -1.159 0.510 -4.177
C -0.032 0.483 -5.208
C 1.175 -0.350 -4.779
C 1.976 0.258 -3.628
C 3.237 -0.561 -3.355
H 3.808 -0.629 -4.282
C 4.144 0.029 -2.276
C 3.569 -0.088 -0.866
C 4.582 0.364 0.185
C 4.077 0.175 1.612
H 3.732 -0.850 1.774
H 4.855 0.427 2.335
O 2.993 1.080 1.888
C 1.768 0.611 1.909
O 1.417 -0.524 1.740
C 0.778 1.754 2.223
N -0.476 1.583 1.538
C -1.515 0.814 1.904
N -2.529 0.982 1.057
C -2.127 1.848 0.060
C -2.786 2.340 -1.058
C -2.081 3.209 -1.866
C -0.762 3.570 -1.581
C -0.101 3.090 -0.467
C -0.808 2.227 0.359
H 0.918 3.374 -0.262
H -0.247 4.240 -2.250
H -2.555 3.617 -2.744
H -3.800 2.057 -1.286
C -3.830 0.366 1.094
H -3.966 -0.249 0.203
H -3.917 -0.268 1.972
H -4.597 1.141 1.114
C -1.539 -0.042 3.136
O -2.266 -1.233 2.990
C -1.523 -2.347 2.591
C -1.424 -3.408 3.474
C -0.720 -4.546 3.122
C -0.100 -4.606 1.888
C -0.196 -3.551 0.997
C -0.918 -2.412 1.328
O -1.104 -1.336 0.501
C -0.442 -1.340 -0.744
H 0.641 -1.388 -0.612
H -0.711 -0.402 -1.230
H -0.775 -2.172 -1.370
H 0.292 -3.628 0.039
H 0.462 -5.482 1.606
H -0.651 -5.372 3.811
H -1.913 -3.327 4.432
H -0.508 -0.260 3.438
H -2.036 0.520 3.941
H 1.223 2.703 1.923
H 0.619 1.775 3.305
H 4.831 1.416 0.033
H 5.498 -0.219 0.082
H 2.661 0.517 -0.787
H 3.297 -1.129 -0.674
H 4.342 1.079 -2.502
H 5.100 -0.499 -2.302
H 2.953 -1.578 -3.072
H 2.260 1.280 -3.889
H 1.356 0.299 -2.730
H 0.840 -1.351 -4.496
H 1.839 -0.459 -5.639
H 0.288 1.505 -5.421
H -0.426 0.063 -6.135
H -0.829 1.046 -3.282
H -1.402 -0.514 -3.885
H -3.202 1.204 -3.995
H -2.767 0.642 -5.608
H -2.185 2.203 -5.040